21
Properties=species:S:1:pos:R:3:forces:R:3:lowdin_charge:R:1 method="wB97M-V/def2-TZVPD" largest_force_ev_per_a=6.12 relative_energy_kcal_mol=161.8 lumo_energy_ha="-0.0727 / -0.0577" energy_ha=-603.669433
N 2.288425 0.715409 0.492422 1.6 0.5 0.5 0.100
C -2.504871 1.427441 1.127978 0.6 0.5 2.8 -0.132
O 1.482826 -3.319440 -0.614712 -0.6 0.8 0.0 0.030
N 2.069396 -0.299238 1.107967 0.5 1.0 -0.2 0.001
N -3.466652 0.730806 0.571429 -1.1 1.4 1.3 -0.013
H 1.145312 2.174565 -0.404785 0.2 -0.7 0.0 0.136
C -1.161975 1.174491 0.807361 -1.0 0.8 -1.8 0.013
N -3.153316 -0.163690 -0.273036 -1.1 -2.6 -2.1 -0.011
C 1.859754 -2.197334 -0.328042 1.7 -1.4 0.6 -0.317
H -0.420151 1.871763 1.063621 0.9 0.7 1.1 0.082
C -0.851957 0.349714 -0.315781 -2.3 0.5 2.3 -0.248
H -2.897787 2.077842 2.033909 1.3 -1.0 -2.2 0.146
C 1.512168 -1.445486 0.863444 -2.2 -0.7 1.4 -0.099
C -1.951409 -0.424897 -0.710313 -0.1 -0.4 -1.2 -0.082
H -1.960132 -1.191398 -1.530759 0.5 0.7 1.0 0.138
H 2.014111 1.282180 -1.570282 1.4 -0.1 -0.8 0.112
C 1.450498 1.136671 -0.694248 0.0 2.5 1.4 -0.204
H 0.910539 -1.796560 1.755795 0.7 -0.2 -1.5 0.155
H 0.449641 -0.593678 -1.689416 0.0 2.3 1.4 0.164
H 2.822968 -1.832155 -0.759382 -0.6 0.4 -0.5 0.133
C 0.362607 0.322990 -0.933172 -0.5 -5.1 -3.4 -0.102

=====

21
Properties=species:S:1:pos:R:3:forces:R:3:lowdin_charge:R:1 method="wB97M-V/def2-TZVPD" largest_force_ev_per_a=0.98 relative_energy_kcal_mol=83.5 total_charge=+1 lumo_energy_ha=-0.2027 energy_ha=-382.728561
N 0.570657 1.131707 -0.877803 -0.2 0.4 0.3 -0.120
H 2.221736 0.145113 -2.360085 0.2 0.0 0.0 0.075
H 2.200701 2.305853 -1.369917 0.0 -0.1 0.0 0.123
H 1.468654 1.994653 0.783712 -0.1 0.2 0.1 0.084
C -0.017838 -1.959216 -0.375295 0.3 0.3 0.1 0.117
C 1.371587 1.808390 -1.885677 0.2 -0.3 -0.4 -0.310
C -0.326496 -1.652399 0.883595 -0.7 0.1 -0.7 -0.122
C -2.109033 -1.680346 2.482751 -0.4 -0.3 -0.2 0.189
H -0.358558 0.977906 -1.252057 0.0 0.0 -0.1 0.106
H -3.100729 -2.023183 2.745014 -0.1 0.1 0.0 0.127
H 0.198562 -1.040931 1.602535 0.2 0.3 -0.4 0.125
H 0.059302 2.929901 0.205507 0.1 0.1 0.0 0.084
H -0.187082 1.432531 1.073393 0.1 -0.1 0.0 0.055
H -2.184741 -2.525313 0.670571 -0.2 -0.2 0.2 0.182
H -0.496961 -2.742444 -0.950907 -0.6 0.2 0.1 0.093
N -1.625490 -2.017544 1.350614 0.7 -0.3 0.5 0.041
H 0.721719 -1.386198 -0.918625 0.5 -0.3 0.4 0.061
H 0.839698 2.555111 -2.482010 -0.1 0.0 0.2 0.131
O 1.826203 0.876444 -2.844258 -0.1 0.1 0.1 -0.046
H -1.541849 -1.059461 3.163612 0.2 -0.1 0.0 0.128
C 0.469957 1.929425 0.355327 -0.1 -0.3 -0.2 -0.121

=====

10
Properties=species:S:1:pos:R:3:forces:R:3:lowdin_charge:R:1 method="wB97M-V/def2-TZVPD" largest_force_ev_per_a=6.16 relative_energy_kcal_mol=0.0 total_charge=+1 lumo_energy_ha=-0.1843 energy_ha=-1507.239883
C 2.729945 2.101442 -0.989662 1.1 -4.0 4.5 -0.500
Li 1.624774 4.181002 0.241066 0.8 -1.2 -0.3 0.867
H 5.301244 1.072288 -1.661742 -0.1 0.1 0.2 0.064
C 3.252045 0.600622 -1.455244 -0.7 0.8 -1.4 -0.443
C 4.542034 0.304911 -1.663022 -0.2 1.1 0.3 0.069
H 4.871741 -0.708820 -1.831809 -0.3 -0.1 -0.1 0.068
O 3.536937 2.877551 -0.538111 0.3 2.3 -1.6 0.019
O 1.595974 1.990173 -0.193666 -1.4 0.2 -1.9 -0.391
Yb 0.443424 -0.049697 -0.337834 2.1 0.8 -1.0 1.573
O 2.266152 -0.269424 -1.611496 -1.7 0.0 1.3 -0.326

=====

9
Properties=species:S:1:pos:R:3:forces:R:3:lowdin_charge:R:1 method="wB97M-V/def2-TZVPD" largest_force_ev_per_a=4.18 relative_energy_kcal_mol=74.4 lumo_energy_ha=-0.0350 energy_ha=-937.439676
H -1.615398 -0.909266 0.892098 -1.4 -0.3 -0.2 0.048
S 1.256084 1.661683 -0.382980 0.1 -1.0 1.0 0.604
Cl 2.019199 -0.929456 0.367414 -0.1 -0.1 0.7 0.475
H 1.210812 0.714661 -1.386287 0.3 0.7 0.4 -0.120
C 1.451013 0.571571 1.034736 0.6 0.9 -2.2 -0.828
H -1.860829 -0.005630 -0.720902 -1.8 0.8 -1.4 0.014
H -0.650068 0.321160 0.501064 -0.3 1.1 0.0 -0.073
C -1.261905 -0.402198 0.007503 0.2 0.7 3.7 -0.055
H -0.548910 -1.022524 -0.312642 2.5 -2.6 -2.1 -0.064

=====

11
Properties=species:S:1:pos:R:3:forces:R:3:lowdin_charge:R:1 method="wB97M-V/def2-TZVPD" largest_force_ev_per_a=1.84 relative_energy_kcal_mol=5.2 total_charge=-1 lumo_energy_ha=0.1551 energy_ha=-608.058202
H -0.134685 0.376088 -1.316092 -0.1 -1.0 0.2 -0.004
H 0.158266 0.897198 0.899174 -0.4 -1.7 0.6 -0.106
H -1.038404 3.324406 0.494593 -0.3 0.1 0.2 -0.422
N 0.130103 -0.176295 1.200697 0.1 0.6 -0.1 0.076
O 0.117986 -2.363389 0.562367 -0.3 -0.2 0.0 -0.049
H 1.106564 -0.893569 -1.487018 0.3 -0.2 -0.4 0.066
C 0.084153 -1.164896 0.284916 0.5 0.9 0.5 -0.659
S -0.051479 2.609800 -0.027262 0.5 0.5 -0.4 -0.013
H 0.126439 -0.486670 2.171732 0.1 0.3 -0.5 0.088
H -0.596489 -1.418634 -1.626509 0.3 0.5 -0.4 0.075
C 0.097547 -0.704044 -1.156601 -0.7 0.0 0.2 -0.053

=====

23
Properties=species:S:1:pos:R:3:forces:R:3:lowdin_charge:R:1 method="wB97M-V/def2-TZVPD" largest_force_ev_per_a=4.79 relative_energy_kcal_mol=192.3 total_charge=+1 lumo_energy_ha=-0.3136 energy_ha=-383.744586
N 0.300565 2.566894 1.391697 0.2 -1.3 0.9 0.073
O 0.603530 2.262947 -1.456974 -0.5 -1.2 0.8 -0.061
N -2.034126 0.034448 0.532636 0.9 2.2 -0.5 0.105
H 1.741131 -2.203047 -2.712083 2.7 -0.9 -1.1 0.032
H -2.451884 -0.223963 1.361421 -1.6 -1.2 2.2 0.053
C -0.641154 -0.470147 0.465115 -0.5 2.4 -2.9 -0.393
H -0.986308 -2.775191 0.284284 0.4 1.4 -0.5 0.144
C -0.684013 -1.881569 -0.369064 1.0 -2.2 1.6 -0.102
H 0.221673 3.390772 2.096852 0.1 -2.4 -0.9 0.117
H 1.240996 0.156635 1.268098 0.1 0.6 0.2 0.103
H -0.014701 1.436468 1.759379 0.6 3.6 -0.2 0.075
C 0.633537 -2.160444 -1.022796 0.5 -0.8 1.1 -0.189
H -1.422356 -1.833733 -1.169710 -0.4 1.0 0.4 0.125
C 0.848097 -1.929147 -2.317369 -1.4 0.7 0.9 0.065
H -2.033955 1.086885 0.610934 0.2 -1.3 -0.4 0.113
C 0.239549 -0.112216 1.583410 1.1 -4.0 -2.4 0.187
H 0.313004 -0.904173 2.317561 -0.8 1.0 1.8 0.127
H 0.288694 2.007905 -0.558794 0.2 0.8 -1.2 -0.025
H 1.124124 3.050875 -1.337172 0.2 0.5 0.0 0.031
H 1.310920 2.478904 1.093349 -1.2 0.1 0.9 0.075
H 0.236978 -1.431898 -3.067976 -0.6 -0.1 0.6 0.093
H -0.277377 0.110828 -0.391408 0.1 0.0 0.1 0.107
H 1.443075 -2.658034 -0.361390 -1.3 0.9 -1.3 0.142

=====

67
Properties=species:S:1:pos:R:3:forces:R:3:lowdin_charge:R:1 method="wB97M-V/def2-TZVPD" largest_force_ev_per_a=0.76 relative_energy_kcal_mol=15.2 total_charge=+2 lumo_energy_ha=-0.2447 energy_ha=-2419.162681
H -6.894895 0.172844 -1.728467 0.0 0.0 0.0 0.146
H 1.336999 4.356042 -2.789018 0.0 0.0 0.0 0.133
C 4.306905 -0.509348 -1.001025 0.0 0.0 0.1 -0.403
C 2.670340 -1.735231 0.857324 0.0 0.1 0.0 -0.297
H 2.665365 -3.847251 0.611233 0.0 0.0 0.0 0.134
C 0.061082 -0.796191 4.132160 0.0 0.0 0.0 -0.070
H -1.541091 5.839273 -3.691800 0.1 0.0 0.0 0.144
H 7.707443 -1.076858 -2.661478 0.0 0.0 0.0 0.120
C -1.255158 -2.705150 5.685247 0.0 0.0 0.0 -0.050
O -1.931635 6.354087 -1.769860 0.0 0.0 0.0 -0.028
H -0.652971 -4.092087 1.487090 0.0 0.0 0.0 0.101
O -0.190891 -0.594805 1.251781 0.1 0.0 -0.4 -0.588
C 5.461781 -0.193359 -0.295614 0.0 0.0 0.0 -0.083
C -0.780893 4.342037 -2.393496 0.0 0.0 0.0 -0.136
C 0.708102 -3.193390 0.034233 0.2 0.1 -0.2 -0.221
C 6.689733 -0.409839 -0.898680 0.0 0.0 0.0 -0.048
H -1.447794 6.913807 -1.155546 0.0 0.0 0.0 0.106
H -6.780817 0.482230 0.010078 0.0 0.0 0.0 0.145
N -0.378407 1.671030 -1.807569 -0.2 -0.1 -0.2 -0.006
H 0.841981 -0.058651 5.984363 0.0 0.0 0.0 0.117
H 3.428188 -1.217851 -2.828350 0.0 0.0 0.0 0.110
C -2.669637 1.241373 -1.331113 0.0 0.0 -0.1 -0.155
C 0.478695 3.772958 -2.484478 0.0 0.0 -0.1 0.034
H -7.549624 2.353583 -1.242383 0.0 0.0 0.0 0.114
N -2.217170 -0.007087 -1.089835 0.0 0.1 0.0 -0.043
H -2.084477 -3.430142 3.843065 0.0 0.0 0.0 0.117
S -0.967167 -1.783275 1.791025 -0.1 -0.3 0.1 1.008
H 0.782606 -3.373796 2.205220 0.0 0.0 0.0 0.106
C -3.084600 -0.994666 -0.854534 0.0 0.0 0.1 -0.089
H 0.543944 -0.050600 3.514503 0.0 0.0 0.0 0.107
H -5.110851 -1.602463 -0.622927 0.0 0.0 0.0 0.138
C -4.018903 1.529745 -1.286645 0.0 0.0 0.0 0.089
H 1.607185 1.943425 -2.248220 0.0 0.0 0.0 0.117
C 4.343332 -1.004926 -2.294186 0.0 0.0 0.0 -0.067
C 6.747184 -0.916434 -2.191094 0.0 0.0 0.0 -0.043
C -1.427924 -2.705871 4.310605 0.0 0.0 0.0 -0.080
H -4.383074 2.527647 -1.477657 0.0 0.0 0.0 0.128
C 2.227712 -2.984544 0.104189 0.0 0.0 0.0 -0.197
O 1.746713 -0.421609 -1.311220 -0.2 0.0 -0.1 -0.645
H -1.769941 -3.437155 6.291794 0.0 0.0 0.0 0.119
C 0.044920 -3.257284 1.411219 0.0 0.0 0.0 -0.295
H 7.599591 -0.171863 -0.365677 0.0 0.0 0.0 0.120
C 5.582004 -1.206867 -2.886382 0.0 0.0 0.0 -0.045
H 5.409415 0.223512 0.703527 0.0 0.0 0.0 0.119
H 2.646456 -2.983655 -0.904233 0.0 0.0 0.0 0.116
C -1.048267 5.793198 -2.716205 0.0 0.0 0.0 -0.188
H 3.681080 -1.834820 1.256869 0.0 0.0 0.0 0.106
C -6.402715 0.794474 -0.971033 0.0 0.0 0.0 -0.194
C -4.929292 0.514727 -1.018256 0.0 0.0 0.0 -0.132
O -6.606783 2.164968 -1.199643 0.0 0.0 0.0 -0.036
H -0.309001 -1.755459 7.356128 0.0 0.0 0.0 0.118
C -0.751435 -1.757299 3.555101 0.0 0.0 0.0 -0.407
C 0.217010 -0.803565 5.511300 0.0 0.0 0.0 -0.050
C -1.620504 2.203276 -1.710876 0.0 0.1 0.0 -0.160
H -0.109866 6.343557 -2.800593 0.0 0.0 0.0 0.134
Pd -0.248942 -0.219983 -1.089940 0.0 0.5 0.6 1.011
S 2.766780 -0.231630 -0.160893 0.1 -0.1 0.1 1.080
C -0.433276 -1.756560 6.281991 0.0 0.0 0.0 -0.047
H 2.004006 -1.478172 1.679196 0.0 0.0 0.0 0.065
C 0.644256 2.431893 -2.183982 0.1 0.0 0.0 -0.063
C -1.844205 3.532243 -1.993629 0.1 0.0 0.1 0.083
H -2.664846 -1.979219 -0.696956 0.0 0.0 0.0 0.113
H 0.288431 -2.398619 -0.609578 -0.1 -0.2 0.2 0.059
H 5.634327 -1.591770 -3.895442 0.0 0.0 0.0 0.119
H -2.831107 3.961629 -1.896029 0.0 0.0 0.0 0.135
H 0.507853 -4.121047 -0.501132 0.0 0.0 0.0 0.127
C -4.443228 -0.773184 -0.813572 0.0 0.0 0.0 0.030

=====

89
Properties=species:S:1:pos:R:3:forces:R:3:lowdin_charge:R:1 method="wB97M-V/def2-TZVPD" largest_force_ev_per_a=1.97 relative_energy_kcal_mol=33.0 total_charge=+1 lumo_energy_ha=-0.1015 energy_ha=-3228.708224
Si 1.613559 -0.099111 1.357499 -1.6 0.2 -1.2 0.544
H -3.170317 -1.675113 -2.202835 -0.2 -0.1 0.0 0.095
C 0.474769 3.550542 -3.719178 0.1 0.0 0.0 0.018
N -1.266045 2.378220 -2.566635 -0.1 0.0 -0.1 0.102
C -0.137822 -4.793679 -2.970090 0.0 0.0 0.0 -0.019
H 1.490962 3.515009 -4.084358 0.0 0.0 0.0 0.128
H 4.211882 1.866629 2.266315 0.0 0.0 0.0 0.026
C 0.041331 -2.417734 -2.823690 -0.1 0.0 0.0 -0.206
H -4.364535 -2.813653 -0.487422 -0.1 0.0 0.1 0.084
H 2.161397 -3.546724 0.519982 0.0 0.0 0.0 0.027
H 3.310250 -2.076871 3.711609 0.0 0.0 0.0 0.005
H 3.088731 -0.505842 4.477852 0.0 0.0 0.0 0.033
H 0.253255 0.748791 4.675165 0.0 0.0 0.0 0.034
C -4.125876 -1.773041 -0.271119 0.2 0.2 0.0 -0.412
C 4.541202 -1.626007 1.204933 0.2 -0.2 -0.2 -0.220
N 0.193387 0.000547 -2.818431 -0.4 0.4 0.7 0.045
H 2.241286 4.025026 -0.176281 0.0 0.0 0.0 0.047
H 1.254782 -2.748294 -0.758848 -0.1 0.0 0.0 -0.012
C -0.102703 -0.278315 4.557340 -0.1 0.1 0.0 -0.201
C 0.723171 -1.151753 -3.316794 -0.1 -0.1 0.0 -0.464
N -0.906408 -2.351890 -1.877712 0.2 0.0 -0.1 0.034
Si 3.129073 -1.334009 -0.000667 0.2 0.3 0.9 0.340
C 0.265882 -2.887885 2.888534 -0.1 -0.1 0.1 -0.207
C 2.252169 -2.934098 -0.378350 0.2 -0.2 -0.2 -0.196
H 1.451919 2.622212 -0.906675 0.0 0.1 0.1 -0.001
O 1.596080 -1.263113 -4.149057 0.1 0.0 0.0 0.105
C -3.977381 1.200297 -0.693586 0.1 0.1 0.1 -0.161
H 2.795619 -3.514578 -1.130675 0.0 0.0 0.0 0.050
H 4.503623 0.365277 -1.104870 0.0 0.0 0.0 0.041
H 5.400999 -2.042439 0.668914 0.0 0.0 0.0 0.041
N -3.162537 0.215596 -1.420746 0.3 0.0 -0.1 -0.112
H -3.082805 -0.867723 3.057053 -0.1 0.0 0.0 0.079
H -4.791981 -0.984253 -2.140406 0.0 0.2 0.0 0.136
In -0.803337 -0.085986 -0.738056 1.0 -0.5 0.7 0.791
C -3.157084 2.131493 0.212991 -0.1 -0.1 -0.2 -0.173
C -1.136208 -4.734201 -2.011475 0.0 0.0 0.0 -0.023
H 3.145649 2.135464 3.651241 0.0 0.0 0.0 0.027
C -0.036754 2.424731 -3.085742 -0.1 -0.1 0.0 -0.206
H -4.694715 0.656771 -0.084457 0.0 0.0 -0.1 0.099
H 0.793258 4.098451 2.714117 0.0 0.0 0.0 0.048
C -2.193888 0.764583 2.049287 0.0 -0.2 0.1 -0.300
N -2.007088 1.455662 0.783225 -0.1 0.0 0.0 -0.145
H 4.397240 -1.115240 -2.072724 0.0 0.0 0.1 0.053
H -2.543883 1.446219 2.835279 0.1 0.1 0.0 0.140
C 3.358193 2.446861 2.625201 0.1 0.2 0.0 -0.221
H -4.180215 -0.149825 1.889955 0.0 0.1 0.1 0.080
H 1.057635 -3.528564 2.494646 0.0 0.0 0.0 0.024
H -1.200876 0.415456 2.329870 0.0 0.0 0.1 0.035
H -2.774285 2.957226 -0.375467 0.0 0.1 0.0 0.090
H 3.174135 2.577520 -0.584342 0.0 0.0 0.0 0.040
H 1.251496 -3.589954 -4.110641 0.0 0.0 0.0 0.130
H -0.173903 -3.400149 3.750058 0.0 0.0 0.0 0.043
H -0.108654 2.615627 3.026208 0.0 0.0 0.0 0.019
H -3.052986 3.393866 -2.363714 -0.1 0.0 0.0 0.095
H 0.036947 5.548307 -4.367756 0.0 0.0 0.0 0.119
Si 0.982523 -1.229130 3.360704 0.5 0.1 -0.2 0.342
C 2.604294 -1.463346 4.268356 0.0 -0.1 0.1 -0.210
H -4.560819 1.814492 -1.383826 0.0 -0.1 0.0 0.129
H -3.810050 2.558208 0.982783 0.0 0.0 0.0 0.137
C 2.218223 2.931271 -0.191507 0.0 0.1 -0.1 -0.197
C -3.140978 -0.430632 2.060620 -0.1 0.1 -0.2 -0.401
H -1.153817 -0.240478 4.285480 -0.1 0.0 0.1 0.002
H -2.847178 0.579838 -2.315443 -0.2 0.1 -0.1 0.098
H -4.975008 -1.355830 0.268370 -0.1 0.0 -0.1 0.075
C 0.849575 1.192351 -3.049474 -0.1 0.2 -0.2 -0.467
H 4.289559 -2.316346 2.008671 0.0 0.0 -0.1 0.007
H -0.502450 -2.800761 2.121109 0.0 0.0 0.0 -0.023
H -2.310056 5.437927 -3.505457 0.0 0.0 0.0 0.113
C -1.473099 -3.502732 -1.488846 0.1 0.1 0.0 -0.144
C 3.826915 -0.419995 -1.449488 -0.2 0.0 -0.2 -0.186
H 3.663582 3.497653 2.652822 0.0 0.0 0.0 0.038
C 0.460241 -3.617245 -3.375608 0.0 -0.1 -0.1 0.014
H -1.636888 -5.626458 -1.662536 0.0 0.0 0.0 0.117
H -0.294721 3.477849 1.485788 0.1 0.2 0.1 0.020
H -1.268265 2.129766 0.934615 0.0 0.0 0.0 0.047
H 0.169057 -5.741560 -3.391795 0.0 0.0 0.0 0.121
C -0.331068 4.661674 -3.869210 0.0 0.0 0.0 -0.029
S -2.736624 -1.776002 0.906647 0.1 0.1 0.0 0.893
Si 1.868584 2.240784 1.504158 0.4 -0.4 0.1 0.316
H -2.222709 -3.434037 -0.717017 0.0 -0.1 0.0 0.043
H -0.035414 -0.760750 5.536548 0.0 0.0 0.0 0.045
C -2.041650 3.455648 -2.744626 0.1 -0.1 0.1 -0.135
C -1.629000 4.606106 -3.387471 0.0 0.1 0.0 -0.039
H 4.867880 -0.684088 1.653585 0.0 0.0 0.0 0.028
C -3.841584 -1.064549 -1.602588 0.1 -0.3 0.1 -0.247
O 2.033901 1.351534 -3.237575 0.0 0.0 -0.2 0.082
H 3.077523 0.042194 -2.094120 0.2 -0.1 0.1 -0.004
C 0.422052 3.178835 2.254886 -0.1 -0.1 0.1 -0.200
H 2.419876 -1.958549 5.226967 0.0 0.0 0.0 0.042